Formula: C30H39N8OSc
Source: the OMol25 dataset
Level of theory: wB97M-V/def2-TZVPD

Last column: Mulliken charge in e.
Geometry (Å):
Sc1 0.32 0.10 0.30  -1.464
C1 -0.03 -0.46 5.00  -1.052
C2 0.39 -0.77 3.69  -0.347
N1 -0.29 -0.46 2.62  0.079
C3 -1.49 0.18 2.78  1.033
C4 -1.97 0.59 4.04  0.896
C5 -1.19 0.24 5.17  -0.834
C6 -3.17 1.33 4.10  -0.924
C7 -3.85 1.63 2.96  -1.171
C8 -3.39 1.19 1.70  -0.195
C9 -2.24 0.45 1.59  -1.041
N2 -1.69 -0.08 0.40  1.829
C10 -2.21 -1.30 -0.05  -0.426
C11 -3.54 -1.57 -0.26  -0.699
C12 -3.98 -2.84 -0.68  -1.059
C13 -3.10 -3.86 -0.90  -0.958
C14 -1.72 -3.64 -0.69  0.499
C15 -0.75 -4.65 -0.85  -0.735
C16 0.57 -4.39 -0.58  -1.212
C17 0.92 -3.10 -0.18  -0.260
N3 0.06 -2.11 -0.05  0.827
C18 -1.27 -2.36 -0.28  1.005
H1 0.57 -0.77 5.84  0.486
H2 1.34 -1.27 3.54  0.557
H3 -1.54 0.51 6.16  0.504
H4 -3.55 1.64 5.07  0.481
H5 -4.77 2.19 3.01  0.468
H6 -3.96 1.42 0.81  0.512
H7 -4.27 -0.79 -0.08  0.435
H8 -5.04 -3.00 -0.83  0.457
H9 -3.44 -4.83 -1.23  0.458
H10 -1.06 -5.64 -1.17  0.479
H11 1.33 -5.15 -0.67  0.469
H12 1.96 -2.86 0.04  0.655
C19 -0.83 2.35 -1.68  -0.762
C20 -1.19 1.04 -2.40  -0.746
N4 -0.24 -0.05 -2.10  -0.057
C21 0.91 -0.10 -3.03  -0.800
C22 2.16 -0.57 -2.32  -0.876
N5 2.33 0.10 -1.01  0.218
C23 2.76 1.52 -1.10  -0.641
C24 1.63 2.50 -1.43  -0.888
N6 0.33 2.20 -0.77  0.179
H13 -1.68 2.66 -1.07  0.384
H14 -0.64 3.16 -2.39  0.505
H15 -1.26 1.20 -3.48  0.653
H16 -2.17 0.70 -2.06  0.256
H17 -0.75 -0.92 -2.18  0.380
H18 1.06 0.89 -3.46  0.309
H19 0.70 -0.76 -3.88  0.522
H20 3.04 -0.42 -2.96  0.550
H21 2.09 -1.64 -2.12  0.296
H22 3.08 -0.39 -0.52  0.274
H23 3.55 1.64 -1.85  0.629
H24 3.19 1.77 -0.13  -0.019
H25 1.46 2.53 -2.50  0.372
H26 1.97 3.50 -1.16  0.548
H27 0.21 2.85 -0.01  0.001
C25 3.96 0.52 2.54  -0.956
N7 3.27 1.74 2.93  0.362
C26 3.95 2.57 3.93  -0.657
C27 3.45 3.99 3.86  -0.731
C28 1.94 3.99 3.95  -0.616
N8 1.37 3.09 2.94  0.390
C29 0.00 3.39 2.57  -0.895
C30 2.03 2.02 2.47  -0.064
O1 1.51 1.27 1.59  0.294
H28 4.80 0.74 1.88  0.356
H29 3.27 -0.16 2.06  0.072
H30 4.36 0.04 3.44  0.435
H31 5.02 2.52 3.71  0.397
H32 3.80 2.13 4.92  0.337
H33 3.77 4.46 2.93  0.311
H34 3.87 4.57 4.68  0.373
H35 1.54 4.98 3.77  0.404
H36 1.60 3.67 4.94  0.316
H37 -0.05 4.28 1.94  0.389
H38 -0.58 3.57 3.47  0.423
H39 -0.46 2.54 2.06  0.024

Results
Total charge   +2
Orbital gap   7.7 eV
Largest force on an atom   0.012 Eh/bohr
Energy relative to the best compared isomer or geometry (same formula, charge and spin)   0.0 kcal/mol
Multiplicity   1

=====

Formula: C4H11NS2
Source: the OMol25 dataset
Level of theory: wB97M-V/def2-TZVPD

Last column: Mulliken charge in e.
Geometry (Å):
C1 1.05 2.17 2.59  -0.969
C2 0.98 0.77 1.95  -0.367
S1 0.17 1.03 0.21  -0.166
S2 0.92 -0.38 -1.26  -0.109
C3 -0.75 -0.89 -1.88  -0.872
C4 -1.90 -1.08 -0.90  -0.389
N1 -1.41 -2.00 0.21  -0.494
H1 1.27 2.31 3.63  0.336
H2 0.13 2.63 2.23  0.253
H3 1.69 2.86 1.90  0.268
H4 0.26 0.08 2.38  0.298
H5 1.99 0.38 1.76  0.345
H6 -0.59 -1.77 -2.52  0.423
H7 -0.99 -0.01 -2.48  0.375
H8 -2.64 -1.66 -1.43  0.348
H9 -2.32 -0.13 -0.57  0.272
H10 -2.24 -2.55 0.38  0.232
H11 -0.61 -2.57 -0.01  0.213

Results
Orbital gap   8.7 eV
Largest force on an atom   0.076 Eh/bohr
Energy relative to the best compared isomer or geometry (same formula, charge and spin)   35.6 kcal/mol
Multiplicity   1

=====

Formula: C10H20Cl2IrN4O2
Source: the OMol25 dataset
Level of theory: wB97M-V/def2-TZVPD

Last column: Mulliken charge in e.
Geometry (Å):
Ir1 -0.14 0.13 -0.48  1.138
Cl1 -0.15 0.86 1.68  0.008
C1 1.47 0.07 1.99  -0.314
Cl2 1.55 -1.15 0.67  0.048
H1 1.46 -0.41 2.97  0.422
H2 2.25 0.82 1.86  0.404
C2 -4.77 -3.16 0.92  -0.701
C3 -3.96 -2.31 1.86  -0.576
N1 -2.87 -1.66 1.09  -0.069
C4 -2.26 -2.15 0.03  0.604
N2 -1.26 -1.57 -0.60  -0.606
C5 -0.79 -2.10 -1.89  -0.517
C6 -0.64 -3.61 -1.82  -0.807
C7 -2.01 -4.16 -1.48  -0.524
N3 -2.70 -3.43 -0.42  0.285
C8 -3.84 -4.10 0.19  -0.485
H3 -5.33 -2.55 0.22  0.333
H4 -5.49 -3.76 1.48  0.369
H5 -3.51 -2.89 2.67  0.323
H6 -4.55 -1.51 2.30  0.401
H7 -2.59 -0.73 1.37  0.161
H8 0.19 -1.63 -2.12  0.600
H9 -1.47 -1.80 -2.69  0.322
H10 0.09 -3.90 -1.07  0.307
H11 -0.31 -4.02 -2.78  0.380
H12 -2.00 -5.22 -1.19  0.468
H13 -2.69 -4.11 -2.35  0.403
H14 -3.40 -4.85 0.87  0.371
H15 -4.33 -4.68 -0.61  0.473
N4 -1.33 4.25 -2.69  -0.276
C9 -0.11 3.82 -1.95  -0.604
C10 -0.17 2.42 -1.38  0.904
O1 0.87 1.92 -0.86  -0.590
O2 -1.21 1.67 -1.36  -0.567
H16 -1.19 5.21 -3.05  0.396
H17 -2.17 4.28 -2.10  0.365
H18 -1.54 3.66 -3.51  0.373
H19 0.07 4.52 -1.13  0.375
H20 0.75 3.88 -2.62  0.405

Results
Total charge   +4
Orbital gap (alpha / beta)   7.1 / 6.2 eV
Largest force on an atom   0.006 Eh/bohr
Energy relative to the best compared isomer or geometry (same formula, charge and spin)   0.0 kcal/mol
Multiplicity   2

=====

Number 1: calculated total energy -66405.5042 eV. Number 2: calculated total energy -27485.7226 eV. Number 3: calculated total energy -48588.0605 eV.